Model w:
Computed, not measured: a 2-piece molecular cluster, C11H15N overall, with ωB97M-V/def2-TZVPD.

The geometry in XYZ format:
```
27
Properties=species:S:1:pos:R:3:lowdin_charge:R:1
C -2.47 0.84 -1.27 -0.0778
C -0.31 -1.41 0.73 -0.2786
C -0.69 -0.82 -0.49 -0.2019
C -1.81 0.01 -0.21 -0.2928
C -2.18 -0.18 1.09 -0.1356
C 0.85 -2.20 0.80 -0.1097
C 1.63 -2.32 -0.41 -0.1970
C 1.28 -1.69 -1.58 -0.2005
C 0.14 -0.85 -1.66 -0.1078
N -1.20 -1.00 1.71 0.0233
H 1.05 -2.90 1.59 0.0450
H 2.46 -3.02 -0.38 0.0587
H -1.54 -1.72 2.34 0.1157
H 1.93 -1.69 -2.46 0.0706
H -2.99 0.18 1.72 0.0695
H -0.17 -0.24 -2.49 0.0488
H -1.90 1.73 -1.56 0.0616
H -3.47 1.21 -1.00 0.0586
H -2.63 0.12 -2.07 0.0687
C 2.50 3.74 1.20 -0.1926
C 1.61 3.53 -0.04 -0.1570
H 2.66 2.88 1.86 0.0599
H 3.49 4.18 1.02 0.0503
H 2.08 4.52 1.85 0.0495
H 2.24 3.40 -0.91 0.0562
H 1.07 4.46 -0.21 0.0498
H 0.96 2.69 0.20 0.0651
```

**E_LUMO (spin up / spin down)**: 0.13354 / 0.13151 Eh
**HOMO (spin up / spin down)**: 0.65 / -2.90 eV
**Total charge**: -1
**Expectation value of S²**: 0.768
**2S+1**: 2

Model x:
Computed, not measured: a 2-piece molecular cluster, C11H15N overall, with ωB97M-V/def2-TZVPD.

The geometry in XYZ format:
```
27
Properties=species:S:1:pos:R:3:lowdin_charge:R:1
C 2.81 -1.13 0.75 -0.0813
C -0.34 0.64 1.56 -0.2677
C 1.05 0.64 1.29 -0.1763
C 1.49 -0.73 1.33 -0.2754
C 0.36 -1.50 1.60 -0.1548
C -1.08 1.81 1.75 -0.1142
C -0.40 3.05 1.77 -0.1883
C 1.72 1.91 1.19 -0.1036
C 0.95 3.05 1.38 -0.2086
N -0.76 -0.66 1.71 0.0305
H -1.66 -0.91 2.07 0.1210
H -2.14 1.76 1.96 0.0590
H 0.31 -2.47 2.07 0.0588
H -0.76 4.03 2.05 0.0566
H 2.72 1.95 0.78 0.0578
H 2.71 -1.93 0.06 0.0432
H 3.45 -1.56 1.53 0.0607
H 1.39 4.04 1.39 0.0691
H 3.36 -0.25 0.47 0.0498
C -2.63 -1.26 -3.30 -0.1805
C -1.15 -1.67 -3.44 -0.1729
H -2.69 -0.24 -2.95 0.0557
H -3.23 -1.36 -4.20 0.0467
H -3.13 -1.84 -2.53 0.0539
H -0.93 -1.95 -4.47 0.0509
H -0.57 -0.87 -3.00 0.0583
H -0.85 -2.55 -2.86 0.0515
```

**E_LUMO (spin up / spin down)**: 0.13147 / 0.12693 Eh
**HOMO (spin up / spin down)**: 0.68 / -2.85 eV
**Total charge**: -1
**Expectation value of S²**: 0.774
**2S+1**: 2

Sorted by energy, starting with the most stable: model w, model x.

Model w:
Computed, not measured: one molecule with the formula C3H6N2O2S, with ωB97M-V/def2-TZVPD.

The geometry in XYZ format:
```
14
Properties=species:S:1:pos:R:3:lowdin_charge:R:1
O -1.75 -1.91 -0.12 0.0578
C -0.76 -1.21 -0.01 -0.5601
N 0.56 -1.70 0.15 -0.2526
S 1.94 -0.83 -0.42 0.9037
C 1.48 0.76 0.29 -0.4626
C 0.13 1.16 -0.19 -0.2390
N -0.86 0.15 0.04 -0.1152
O -2.14 0.64 -0.34 0.0064
H 0.61 -2.69 0.31 0.0914
H 2.22 1.49 -0.05 0.0883
H 1.52 0.75 1.37 0.0829
H 0.05 1.38 -1.29 0.1423
H -0.21 2.07 0.34 0.1338
H -2.78 -0.09 -0.09 0.1229
```

**E_LUMO**: 0.02353 Eh
**HOMO**: -8.76 eV
**SMILES**: O=C1NSCCN1O
**Total charge**: 0

Model x:
Computed, not measured: one molecule with the formula C3H6N2O2S, with ωB97M-V/def2-TZVPD.

The geometry in XYZ format:
```
14
Properties=species:S:1:pos:R:3:lowdin_charge:R:1
C -1.43 1.55 0.40 -0.0625
O -0.47 0.56 0.16 -0.1268
C -0.79 -0.66 -0.38 -0.5340
O -1.88 -0.92 -0.85 0.0998
N 0.31 -1.50 -0.32 0.1142
C 1.38 -1.30 0.60 -0.2854
N 2.31 -0.47 0.43 -0.3727
S 2.36 0.78 -0.65 0.7832
H -0.83 2.39 0.81 0.1046
H -1.78 2.05 -0.55 0.1115
H -2.27 1.33 0.98 0.0766
H 0.18 -2.46 -0.52 0.1260
H 1.61 -2.17 1.28 0.1375
H 1.30 0.83 -1.40 -0.1720
```

**E_LUMO**: 0.02375 Eh
**HOMO**: -9.05 eV
**SMILES**: COC(=O)N/C=N\S
**Total charge**: 0

Model y:
Computed, not measured: one molecule with the formula C3H6N2O2S, with ωB97M-V/def2-TZVPD.

The geometry in XYZ format:
```
14
Properties=species:S:1:pos:R:3:lowdin_charge:R:1
N 1.93 -0.31 0.11 0.0568
C 1.31 0.88 -0.23 -0.9164
S 2.32 2.09 -0.86 0.5292
N -0.08 0.89 -0.19 -0.0425
C -0.85 0.12 0.65 -0.2286
C -1.38 -1.14 0.03 -0.4405
O -1.25 -2.24 0.65 0.0477
O -1.85 -1.05 -1.30 -0.0112
H 1.28 -1.06 0.44 0.0987
H 2.96 -0.48 -0.20 0.1510
H -0.18 1.96 0.04 0.1682
H -0.57 -0.43 1.63 0.1573
H -1.76 0.78 1.08 0.1832
H -1.87 -0.03 -1.84 0.2471
```

**E_LUMO**: 0.00008 Eh
**HOMO**: -8.71 eV
**SMILES**: NC(=S)NCC(=O)O
**Total charge**: 0

Model z:
Computed, not measured: a 2-piece molecular cluster, C3H6N2O2S overall, with ωB97M-V/def2-TZVPD.

The geometry in XYZ format:
```
14
Properties=species:S:1:pos:R:3:lowdin_charge:R:1
O -0.83 0.55 -1.86 -0.0042
C -1.07 -0.06 -0.64 -0.2012
C -0.96 0.64 0.49 -0.6991
O -0.73 2.02 0.55 -0.0388
S -1.01 -0.13 2.12 0.7335
H -0.61 1.50 -1.84 0.1101
H -1.33 -1.05 -0.53 0.0892
H -1.46 2.36 1.02 0.0705
H 0.44 -0.35 2.19 -0.0597
N 1.53 -1.67 0.74 0.1324
C 1.58 -1.19 -0.36 -0.4228
N 2.00 -0.64 -1.35 0.1634
H 0.79 -2.27 1.02 0.0478
H 1.66 0.31 -1.55 0.0789
```

**E_LUMO**: 0.01483 Eh
**HOMO**: -9.27 eV
**SMILES**: O/C=C(\O)S.N=C=N
**Total charge**: 0

Sorted by energy, starting with the most stable: model x, model w, model y, model z.

Model w:
Computed, not measured: one molecule with the formula C6H7Cl, with ωB97M-V/def2-TZVPD.

The geometry in XYZ format:
```
14
Properties=species:S:1:pos:R:3:lowdin_charge:R:1
C 1.26 -2.12 -0.43 0.0151
C 1.54 -1.62 0.78 -0.1879
C 0.63 -0.79 1.57 -0.1220
C -0.15 0.23 1.18 -0.1541
C -0.18 0.84 -0.17 -0.7543
C 0.85 1.30 -0.86 -0.0270
Cl -1.81 0.99 -0.82 0.6179
H 0.31 -1.92 -0.95 0.0755
H 1.96 -2.74 -0.96 0.0477
H 2.50 -1.90 1.25 0.1042
H 0.58 -1.04 2.65 0.1133
H -0.80 0.70 1.93 0.1056
H 0.71 1.74 -1.88 0.0765
H 1.87 1.19 -0.44 0.0894
```

**E_LUMO**: 0.01954 Eh
**HOMO**: -8.87 eV
**SMILES**: C=C/C=C\C(=C)Cl
**Total charge**: 0

Model x:
Computed, not measured: C6H7Cl as an isolated structure, with ωB97M-V/def2-TZVPD.

The geometry in XYZ format:
```
14
Properties=species:S:1:pos:R:3:lowdin_charge:R:1
C 1.73 1.24 0.02 0.0817
C 2.39 0.09 -0.10 -0.7440
C 1.41 -1.01 0.11 -0.1648
C -1.00 0.24 -0.79 -0.0624
C -1.10 0.19 0.75 -0.0687
C 0.23 -0.02 0.08 -0.2243
Cl 4.17 -0.02 -0.08 0.5733
H 1.98 2.23 -0.06 0.0409
H 1.45 -2.08 -0.33 0.1429
H 1.45 -1.23 1.21 0.1184
H -1.33 -0.53 -1.46 0.0948
H -1.05 1.18 -1.16 0.0549
H -1.33 1.13 1.05 0.0568
H -1.47 -0.57 1.42 0.1004
```

**E_LUMO**: 0.03527 Eh
**HOMO**: -9.17 eV
**Total charge**: 0

Model y:
Computed, not measured: one molecule with the formula C6H7Cl, with ωB97M-V/def2-TZVPD.

The geometry in XYZ format:
```
14
Properties=species:S:1:pos:R:3:lowdin_charge:R:1
C -2.42 -1.55 -0.56 0.0036
C -1.87 -0.62 0.25 -0.1886
C -0.62 -0.02 -0.19 -0.1176
C 0.22 0.77 0.58 -0.1030
C 1.51 1.19 0.09 -0.2297
C 2.63 0.46 -0.05 -0.5519
Cl 4.19 1.23 -0.06 0.5853
H -3.35 -1.99 -0.19 0.0598
H -2.06 -1.58 -1.55 0.0413
H -2.42 -0.45 1.21 0.1167
H -0.18 -0.39 -1.10 0.1027
H -0.09 1.29 1.56 0.1400
H 1.79 2.23 -0.05 0.0924
H 2.67 -0.58 0.07 0.0489
```

**E_LUMO**: 0.02011 Eh
**HOMO**: -8.57 eV
**SMILES**: C=C/C=C/C=C/Cl
**Total charge**: 0

Sorted by energy, starting with the most stable: model w, model y, model x.

Model w:
Computed, not measured: one molecule with the formula C7H8N2O2, with ωB97M-V/def2-TZVPD.

The geometry in XYZ format:
```
19
Properties=species:S:1:pos:R:3:lowdin_charge:R:1
N 3.56 1.51 0.85 -0.0719
N 2.34 0.97 0.95 -0.1038
C 1.58 0.76 0.01 -0.1889
C 0.25 0.21 -0.13 -0.1155
C -0.57 0.59 -1.24 -0.0049
C -1.88 -0.03 -1.33 -0.0458
C -2.28 -0.93 -0.42 -0.3928
O -3.51 -1.54 -0.50 -0.0132
C -1.47 -1.37 0.56 0.0088
C -0.24 -0.90 0.74 -0.2509
O 0.59 -1.20 1.74 0.1181
H 4.03 1.90 1.80 0.1389
H 3.78 2.29 0.07 0.1238
H 2.08 1.23 -1.06 0.1612
H -0.17 1.32 -1.82 0.0615
H -2.52 0.38 -2.30 0.1647
H -4.09 -1.22 -1.40 0.2142
H -1.74 -2.11 1.22 0.1197
H 0.28 -1.87 2.26 0.0766
```

**E_LUMO**: 0.02596 Eh
**HOMO**: -7.73 eV
**SMILES**: N/N=C/c1ccc(O)cc1O
**Total charge**: 0

Model x:
Computed, not measured: one molecule with the formula C7H8N2O2, with ωB97M-V/def2-TZVPD.

The geometry in XYZ format:
```
19
Properties=species:S:1:pos:R:3:lowdin_charge:R:1
O -2.86 -1.49 -0.46 0.0089
C -2.04 -0.52 -0.24 -0.3922
C -0.94 -0.53 0.80 -0.1346
C 0.44 -0.32 0.49 -0.2276
C 1.38 -1.40 0.17 0.0283
C 2.74 -1.10 -0.20 -0.0607
C 3.02 0.23 -0.38 -0.0847
C 2.04 1.26 -0.24 -0.1083
N 0.84 1.00 0.26 0.0655
N -2.04 0.81 -0.63 -0.0539
O -1.71 1.68 0.41 -0.0975
H -1.07 -1.57 1.15 0.1260
H -1.16 0.09 1.78 0.1748
H 1.05 -2.34 0.43 0.0776
H 3.31 -2.02 -0.43 0.1181
H 4.00 0.61 -0.65 0.0996
H 2.33 2.30 -0.28 0.1031
H -2.67 0.99 -1.59 0.2347
H -0.74 1.99 0.21 0.1230
```

**E_LUMO**: 0.01512 Eh
**HOMO**: -9.36 eV
**SMILES**: O=C(Cc1ccccn1)NO
**Total charge**: 0

Model y:
Computed, not measured: one molecule with the formula C7H8N2O2, with ωB97M-V/def2-TZVPD.

The geometry in XYZ format:
```
19
Properties=species:S:1:pos:R:3:lowdin_charge:R:1
N 3.14 -0.39 -0.35 0.0877
C 1.75 -0.41 -0.10 -0.3515
C 0.96 -1.54 0.08 -0.0348
C -0.40 -1.52 0.04 0.0033
C -1.12 -0.27 0.17 -0.0917
C -2.54 -0.59 -0.09 -0.4563
O -2.86 -1.80 0.04 0.0180
O -3.41 0.34 -0.43 0.1355
C -0.36 0.88 0.12 -0.4279
N -1.07 1.99 0.14 0.0060
C 1.09 0.78 -0.11 -0.0022
H 3.52 -1.10 0.26 0.0912
H 3.65 0.51 -0.25 0.1065
H 1.36 -2.49 0.00 0.0876
H -1.08 -2.43 0.16 0.1454
H -2.91 1.20 -0.45 0.1048
H -0.53 2.63 -0.75 0.2068
H -0.86 2.48 1.28 0.2324
H 1.68 1.72 0.25 0.1391
```

**E_LUMO**: 0.00987 Eh
**HOMO**: -8.74 eV
**SMILES**: Nc1ccc(C(=O)O)c(N)c1
**Total charge**: 0

Sorted by energy, starting with the most stable: model y, model x, model w.